# C16H42BN3O6S

3 unconnected molecules or ions with the total composition C16H42BN3O6S at a distorted geometry (wB97M-V/def2-TZVPD, OMol25).

Total charge = 0
Largest force on an atom = 7.4 eV/Å
Multiplicity = 1
HOMO energy = -8.06 eV

Each line ends with the natural charge from an NBO analysis.
Geometry (Å):
C: -3.75 1.94 1.86  -0.6410
C: -3.36 0.75 2.94  -0.4390
C: -3.02 -0.64 2.13  -0.2343
N: -1.69 -1.27 2.49  -0.8685
B: -0.52 -0.66 1.74  0.5287
S: 0.13 -1.17 0.05  1.6756
C: -0.77 -0.19 -1.29  -0.8348
O: 1.65 -0.79 -0.06  -0.9140
O: -0.01 -2.70 -0.25  -0.9021
H: -3.36 1.73 0.77  0.2099
H: -3.19 2.93 2.22  0.2176
H: -4.90 2.19 1.88  0.2239
H: -2.49 1.14 3.63  0.2144
H: -4.32 0.64 3.64  0.2219
H: -3.86 -1.42 2.46  0.2126
H: -3.19 -0.50 0.96  0.2058
H: -1.51 -1.10 3.50  0.3871
H: 0.07 0.22 2.30  -0.0557
H: -0.89 -0.89 -2.22  0.2755
H: -0.08 0.71 -1.58  0.2796
H: -1.80 0.12 -0.83  0.2324
C: 1.24 6.07 -4.74  -0.2466
O: -0.14 6.41 -4.73  -0.5569
C: -0.84 5.97 -5.90  -0.0718
C: -1.84 4.86 -5.55  -0.2423
N: -1.14 3.61 -5.19  -0.6249
C: -2.02 2.59 -4.61  -0.2483
C: -2.68 2.92 -3.26  -0.0858
O: -1.75 3.01 -2.17  -0.5584
C: -1.15 4.29 -2.01  -0.2465
H: 1.72 6.56 -3.89  0.1939
H: 1.37 4.99 -4.64  0.1603
H: 1.72 6.42 -5.66  0.1732
H: -0.16 5.66 -6.70  0.1805
H: -1.41 6.83 -6.27  0.1856
H: -2.49 4.67 -6.40  0.1938
H: -2.45 5.21 -4.71  0.1674
H: -0.41 3.82 -4.52  0.3520
H: -1.41 1.69 -4.48  0.2016
H: -2.80 2.34 -5.34  0.1946
H: -3.34 2.08 -3.01  0.1864
H: -3.32 3.80 -3.30  0.1683
H: -1.82 5.10 -2.31  0.1778
H: -0.22 4.34 -2.57  0.1635
H: -0.91 4.42 -0.95  0.1885
C: 3.73 -5.20 5.80  -0.2459
O: 2.46 -4.77 5.34  -0.5559
C: 2.42 -3.37 5.03  -0.0694
C: 2.25 -3.16 3.52  -0.2422
N: 3.47 -3.54 2.79  -0.6295
C: 3.29 -3.60 1.34  -0.2634
C: 2.31 -4.66 0.79  -0.0890
O: 2.76 -6.01 0.98  -0.5523
C: 2.41 -6.57 2.23  -0.2439
H: 3.64 -6.23 6.15  0.1916
H: 4.47 -5.18 4.99  0.1640
H: 4.08 -4.59 6.64  0.1688
H: 3.30 -2.83 5.41  0.1776
H: 1.54 -2.96 5.54  0.1758
H: 2.03 -2.11 3.32  0.1844
H: 1.40 -3.77 3.19  0.1738
H: 3.77 -4.46 3.11  0.3488
H: 4.28 -3.80 0.91  0.1973
H: 2.98 -2.61 0.98  0.2230
H: 2.26 -4.52 -0.30  0.2000
H: 1.29 -4.53 1.15  0.1751
H: 1.47 -6.18 2.62  0.1725
H: 3.22 -6.40 2.95  0.1540
H: 2.31 -7.65 2.11  0.1832

=====

# C3H6N2S3

C3H6N2S3 in the gas phase at a distorted geometry (wB97M-V/def2-TZVPD, OMol25).

Total charge = 0
Largest force on an atom = 2.5 eV/Å
Relative energy (zero: lowest compared OMol25 entry of this formula, charge and spin) = 539.5 kJ/mol
Multiplicity = 1
HOMO energy (alpha / beta) = -7.07 / -7.32 eV

Each line ends with the natural charge from an NBO analysis.
Geometry (Å):
C: 1.11 0.77 0.06  -0.0680
C: -0.27 0.88 0.24  -0.4883
C: -0.67 1.40 1.62  -0.6017
N: 1.18 -1.61 -0.34  -0.4477
N: -0.01 -1.73 -0.80  -0.4224
S: 2.53 1.42 0.09  0.1745
S: -1.16 -0.91 0.05  0.3641
S: -0.27 -1.77 -2.65  0.0644
H: -0.75 1.39 -0.60  0.2732
H: -1.22 0.64 2.17  0.2270
H: -1.29 2.29 1.53  0.2248
H: 0.23 1.64 2.19  0.2268
H: 1.92 -1.83 -1.01  0.3480
H: -1.33 -2.57 -2.56  0.1253

=====

# H22O27S4Zn2

A molecular structure, H22O27S4Zn2 at a distorted geometry (wB97M-V/def2-TZVPD, OMol25).

Total charge = -4
Largest force on an atom = 6.3 eV/Å
Relative energy (zero: lowest compared OMol25 entry of this formula, charge and spin) = 775.0 kJ/mol
Multiplicity = 1
HOMO energy = 4.01 eV

Each line ends with the natural charge from an NBO analysis.
Geometry (Å):
Zn: 2.35 -0.06 2.22  1.7227
Zn: -2.22 1.76 0.30  1.7426
S: 0.55 0.18 -0.39  2.6903
O: 1.23 -0.37 0.80  -1.2044
O: -0.83 0.50 0.00  -1.1182
O: 1.20 1.41 -0.85  -1.1301
O: 0.47 -0.78 -1.44  -1.0227
S: -4.41 -0.28 1.72  2.6115
O: -5.22 -0.74 0.62  -1.0324
O: -3.99 -1.42 2.56  -1.0664
O: -3.22 0.40 1.21  -1.2317
O: -5.25 0.61 2.57  -1.1325
S: -3.90 0.85 -2.41  2.6326
O: -3.01 1.31 -1.39  -1.2286
O: -4.91 1.86 -2.53  -1.1390
O: -3.21 0.69 -3.72  -1.1015
O: -4.55 -0.41 -2.01  -1.0554
S: 2.20 -2.39 4.44  2.6437
O: 1.94 -3.77 4.04  -1.0669
O: 1.35 -1.89 5.45  -1.0556
O: 3.60 -2.22 4.88  -1.1437
O: 2.10 -1.62 3.22  -1.2333
O: -1.95 -1.83 -1.14  -0.9808
H: -1.35 -1.08 -1.20  0.4525
H: -2.82 -1.44 -1.11  0.5099
O: 3.97 -0.94 1.10  -0.9762
H: 4.12 -1.76 0.64  0.5217
H: 4.50 -0.30 0.62  0.4732
O: -0.92 3.12 -0.75  -0.9735
H: -0.10 2.64 -0.85  0.5064
H: -0.66 4.05 -0.72  0.4587
O: -0.76 -0.85 -4.02  -0.9143
H: 0.04 -1.11 -4.48  0.4283
H: -0.45 -0.54 -3.17  0.4826
O: 1.98 -2.63 -2.44  -0.9520
H: 2.93 -2.50 -2.42  0.4308
H: 1.64 -1.92 -1.90  0.4959
O: -1.42 2.67 1.98  -0.9673
H: -1.23 2.23 2.81  0.5166
H: -1.16 3.58 2.12  0.4676
O: -1.27 -1.52 2.25  -0.9436
H: -0.50 -1.97 1.90  0.4491
H: -1.60 -1.00 1.51  0.4940
O: 1.09 3.35 -3.51  -0.9463
H: 0.30 2.94 -3.17  0.5000
H: 1.53 3.72 -2.74  0.4463
O: 2.60 1.89 1.15  -1.0351
H: 2.73 2.78 1.47  0.4701
H: 2.10 2.00 0.34  0.5214
O: 1.60 -3.23 0.86  -0.9692
H: 1.60 -2.29 0.69  0.4656
H: 1.89 -3.30 1.77  0.4938
O: 3.23 0.47 -2.64  -0.9566
H: 2.32 0.60 -2.38  0.5090
H: 3.73 0.57 -1.83  0.4403

=====

# C12H5NO5Yb

A molecular structure, C12H5NO5Yb at a distorted geometry (wB97M-V/def2-TZVPD, OMol25).

Total charge = +3
Largest force on an atom = 6.3 eV/Å
Relative energy (zero: lowest compared OMol25 entry of this formula, charge and spin) = 0.0 kJ/mol
Multiplicity = 2
Expectation value of S² = 0.751
HOMO energy (alpha / beta) = -18.75 / -18.75 eV

Each line ends with the natural charge from an NBO analysis.
Geometry (Å):
O: -0.01 3.63 -3.00  -0.2298
C: -0.01 2.47 -3.00  0.4438
Yb: -0.02 -0.02 -2.74  1.6550
O: -0.02 0.00 -6.43  -0.2330
C: -0.02 0.00 -5.27  0.4313
C: -0.02 -2.47 -3.00  0.4392
O: -0.02 -3.61 -3.00  -0.2212
C: -2.48 0.00 -2.99  0.4392
O: -3.63 0.00 -3.01  -0.2244
C: 2.45 0.00 -2.99  0.4393
O: 3.59 0.00 -3.01  -0.2249
N: -0.02 0.00 -0.58  -0.8353
C: -0.01 0.00 0.58  0.7188
C: 0.00 0.00 1.96  -0.2886
C: -0.15 -1.24 2.61  -0.0902
C: -0.13 -1.22 3.98  -0.1919
C: 0.03 0.00 4.65  -0.0415
C: 0.18 1.22 3.98  -0.1918
C: 0.17 1.25 2.60  -0.0901
H: -0.27 -2.15 1.99  0.2433
H: -0.25 -2.17 4.49  0.2716
H: 0.04 0.00 5.72  0.2658
H: 0.30 2.17 4.49  0.2717
H: 0.28 2.15 1.98  0.2436

=====

# C35H43N4O4

A gas-phase ion, C35H43N4O4 (charge +1) at a distorted geometry (wB97M-V/def2-TZVPD, OMol25).

Total charge = +1
Largest force on an atom = 2.8 eV/Å
Multiplicity = 1
HOMO energy = -9.52 eV

Each line ends with the Mulliken charge.
Geometry (Å):
C: -2.06 5.08 -1.43  -0.7639
O: -2.35 4.45 -2.70  -0.4313
C: -2.18 3.10 -2.79  0.8462
C: -1.67 2.29 -1.78  -0.8356
C: -2.07 0.96 -1.71  -0.2756
C: -1.81 0.17 -0.46  -0.7595
C: -3.09 -0.01 0.36  0.3654
C: -3.66 1.28 0.97  0.1146
O: -3.93 2.32 0.38  -0.7048
N: -3.83 1.05 2.31  0.3552
C: -4.32 2.09 3.18  -0.9830
C: -3.27 -0.20 2.81  0.2025
C: -2.05 0.09 3.70  -1.3218
C: -4.32 -1.00 3.60  -1.5800
N: -2.89 -0.85 1.54  0.4492
C: -2.44 -2.13 1.41  -0.7060
C: -2.09 -2.94 2.45  -1.4011
C: -1.63 -4.34 2.20  1.4526
C: -1.44 -5.20 3.49  -0.3583
C: -1.45 -6.59 3.40  0.1025
C: -1.48 -7.37 4.56  -0.8329
C: -1.57 -6.76 5.82  -0.4489
C: -1.48 -5.36 5.91  -0.9317
C: -1.33 -4.60 4.74  -0.3129
N: -0.48 -4.36 1.35  0.6562
C: 0.56 -3.36 1.66  -0.3050
C: 1.70 -3.42 0.67  -0.8645
C: 2.23 -4.83 0.62  -0.7016
N: 1.12 -5.72 0.33  -0.0875
C: -0.16 -5.47 0.64  1.2674
C: -1.20 -6.43 0.18  -0.2655
C: -0.89 -7.80 0.19  -0.8450
C: -1.88 -8.75 -0.11  -0.6982
C: -3.17 -8.33 -0.46  -0.4632
C: -3.47 -6.96 -0.54  -0.8880
C: -2.48 -6.01 -0.26  0.3188
C: -2.77 0.37 -2.76  -0.5598
C: -3.14 1.14 -3.87  0.6387
O: -3.96 0.74 -4.88  -0.4401
C: -4.38 -0.64 -4.92  -0.8714
C: -2.76 2.50 -3.93  0.6432
O: -3.15 3.28 -4.98  -0.5200
C: -4.50 3.84 -4.95  -0.5632
H: -2.32 6.13 -1.58  0.2722
H: -2.66 4.64 -0.63  0.2827
H: -0.99 4.98 -1.20  0.3192
H: -1.08 2.72 -0.96  0.2774
H: -1.41 -0.83 -0.70  0.3552
H: -1.07 0.68 0.19  0.3363
H: -3.88 -0.45 -0.28  0.2030
H: -4.66 2.93 2.57  0.3645
H: -5.16 1.71 3.78  0.2769
H: -3.54 2.44 3.86  0.3368
H: -1.31 0.67 3.13  0.3300
H: -2.38 0.67 4.57  0.4988
H: -1.59 -0.84 4.04  0.2159
H: -5.28 -0.97 3.08  0.4005
H: -4.01 -2.05 3.71  0.2781
H: -4.44 -0.56 4.59  0.4645
H: -2.36 -2.48 0.38  0.5671
H: -2.17 -2.59 3.48  -0.1545
H: -2.49 -4.80 1.67  0.4264
H: -1.43 -7.07 2.42  0.2166
H: -1.45 -8.46 4.48  0.4252
H: -1.68 -7.36 6.72  0.3940
H: -1.52 -4.87 6.88  0.4061
H: -1.11 -3.53 4.83  0.4470
H: 0.10 -2.37 1.63  0.2228
H: 0.91 -3.52 2.69  0.2833
H: 1.37 -3.08 -0.32  0.2851
H: 2.48 -2.74 1.02  0.4222
H: 2.99 -4.94 -0.16  0.4382
H: 2.68 -5.09 1.58  0.3565
H: 1.36 -6.63 -0.04  0.2822
H: 0.10 -8.13 0.51  0.3075
H: -1.63 -9.80 -0.05  0.4105
H: -3.94 -9.07 -0.68  0.4023
H: -4.47 -6.64 -0.81  0.4314
H: -2.71 -4.95 -0.38  0.5408
H: -3.06 -0.68 -2.70  0.3696
H: -4.94 -0.73 -5.85  0.2543
H: -3.51 -1.32 -4.94  0.3288
H: -5.02 -0.88 -4.07  0.3321
H: -4.56 4.44 -5.85  0.2663
H: -5.23 3.03 -4.96  0.2199
H: -4.61 4.46 -4.05  0.2135